Computed, not measured: 7 unconnected molecules or ions with the total composition C37H37N5O4, with ωB97M-V/def2-TZVPD.

XYZ file:
```
83
Properties=species:S:1:pos:R:3:forces:R:3:mulliken_charge:R:1
O -5.1515 -1.6149 0.9985 11.2 0.9 -0.2 -0.401
C -4.6420 -2.7196 1.6065 -3.8 -1.3 3.8 0.517
C -5.5368 -3.4238 2.4796 0.7 -3.3 2.1 -0.608
C -5.0935 -4.6156 3.4279 3.5 6.4 -6.3 -1.035
C -3.7066 -4.8683 3.3019 0.3 0.4 -0.3 0.661
O -3.1267 -5.8222 4.0701 -2.1 -0.3 1.9 -0.533
C -2.7876 -4.1649 2.4713 -2.1 0.6 -0.6 -0.280
C -3.3445 -3.0579 1.7242 3.2 -2.4 0.4 -0.418
H -5.9815 -1.6623 0.9286 -10.3 -0.7 -0.7 0.228
H -6.6263 -3.1959 2.5240 1.0 0.0 -0.2 0.242
H -5.7803 -5.1915 3.8641 -2.3 -2.0 2.0 0.572
H -2.4340 -6.2358 3.6189 1.7 -0.8 -1.0 0.292
H -1.7137 -4.6111 2.3646 -2.1 1.5 0.2 0.173
H -2.6286 -2.5519 1.1658 1.1 1.1 -1.1 0.589
O 1.5644 -5.5681 -2.7573 -1.2 0.6 -0.2 -0.541
C 0.2009 -5.1829 -2.6327 -0.8 -1.8 0.4 0.587
C -0.7705 -5.2368 -3.7035 -1.3 1.6 4.7 -0.741
C -2.1400 -4.9568 -3.4428 0.0 1.0 3.8 -0.496
C -2.5389 -4.7066 -2.0147 0.0 0.2 -4.0 0.392
O -3.8267 -4.3016 -1.6016 0.8 0.4 -2.1 -0.453
C -1.5499 -4.7524 -1.1086 -1.8 -0.3 5.5 0.313
C -0.2547 -5.1174 -1.2945 -3.8 1.2 -8.7 -0.939
H 2.0360 -5.1426 -3.4858 -0.5 0.0 0.0 0.322
H -0.3610 -5.2749 -4.6108 1.0 -0.4 -3.9 0.432
H -2.9824 -4.6939 -4.0738 0.6 -0.6 -1.0 0.276
H -4.2269 -3.7954 -2.3694 0.6 -1.0 1.4 0.316
H -1.9323 -4.6281 0.0087 0.9 -0.1 -2.4 -0.221
H 0.3959 -5.1822 -0.6354 5.6 -0.6 6.4 0.758
C -1.6637 4.0891 4.1141 -2.5 -1.3 0.3 -0.252
C -2.9103 4.7470 4.3420 1.2 -9.1 -6.2 -0.837
C -4.0416 4.0379 3.9695 1.3 -0.1 0.1 -0.146
N -4.0087 2.8714 3.2784 -0.9 1.1 -0.2 -0.580
C -2.8598 2.2964 3.0018 2.5 11.9 9.3 -1.263
C -1.6226 2.7971 3.6273 -2.3 0.0 -1.6 -0.574
H -0.8381 4.4462 4.6032 2.1 1.1 0.9 0.584
H -2.9845 5.4618 4.9116 -0.6 7.8 5.4 0.633
H -4.9608 4.4348 4.3481 -0.8 -0.2 -0.3 0.362
H -2.9240 1.5707 2.5119 -0.5 -11.3 -7.3 1.671
H -0.7680 2.1569 3.7400 0.4 0.1 -0.4 0.417
C 2.1225 0.2431 -3.8054 -1.8 3.6 -7.5 -0.751
C 2.9778 0.4145 -4.9495 2.8 -2.8 1.2 -0.386
C 2.6243 1.2294 -6.0291 -1.1 -1.7 2.6 -0.283
N 1.4624 1.8635 -5.8991 0.3 1.0 -1.9 -0.625
C 0.6201 1.6848 -4.9122 0.7 -0.9 0.5 -0.304
C 0.8357 0.7889 -3.8693 0.9 -0.3 2.4 -0.120
H 2.3123 -0.1881 -2.9753 2.1 -3.5 5.2 1.315
H 4.0223 -0.2849 -4.9429 -2.8 2.4 -0.1 0.137
H 3.1866 1.2591 -6.9414 0.2 0.4 -0.2 0.402
H -0.1938 2.3299 -4.9575 -1.7 0.8 0.1 0.461
H 0.2640 0.5805 -2.8739 0.3 0.9 -2.5 0.082
C 4.0164 1.3155 -1.4215 1.8 0.7 -0.8 0.502
C 5.1344 0.4001 -1.3567 -2.2 1.6 1.2 -0.333
C 6.4407 0.8264 -1.5705 -2.8 1.2 -2.1 -0.510
N 6.6888 2.0642 -2.1168 0.2 -2.8 2.3 -0.543
C 5.7068 2.9322 -2.1390 -0.7 0.0 -0.7 -0.626
C 4.3207 2.6083 -1.8923 -0.3 -1.7 0.9 -0.266
H 2.9059 1.1235 -1.1845 2.2 -0.4 -0.3 0.122
H 4.7416 -0.5131 -0.9850 1.0 -1.4 0.3 0.417
H 7.2006 0.1251 -1.6125 1.6 -1.1 0.3 0.446
H 6.3110 3.7812 -2.4081 -1.9 1.7 -0.4 0.446
H 3.2953 2.9763 -1.9962 1.1 2.2 -0.5 0.451
C -1.9691 0.1257 -0.4748 -0.4 0.0 0.5 -0.289
C -1.2045 1.2686 -0.0652 -0.4 -2.3 -0.3 -0.723
C 0.1901 1.1621 -0.2229 0.4 -1.0 0.2 -0.364
N 0.8567 0.0164 -0.6406 -2.3 0.3 0.5 -0.293
C 0.0807 -1.0953 -0.8531 -0.7 3.5 0.0 -0.924
C -1.3283 -1.0655 -0.8343 0.5 -0.8 0.3 0.093
H -3.0983 0.1389 -0.4400 1.4 0.1 0.1 0.342
H -1.7829 1.9973 0.5140 0.8 0.4 -0.8 0.603
H 0.8618 1.9939 0.0303 -0.4 -0.3 -0.1 0.432
H 0.5843 -1.9080 -1.2621 0.9 -1.6 -0.2 0.844
H -1.8250 -2.0675 -1.0080 0.2 1.6 0.0 0.218
C 4.2830 5.2961 3.6000 0.3 -0.1 -1.2 -0.265
C 4.3551 4.5835 2.4030 -2.3 -0.2 -1.7 -0.519
C 3.1394 4.2671 1.7170 -0.4 0.6 1.2 -0.011
N 1.8988 4.6616 2.1388 1.9 0.3 0.8 -0.428
C 1.9203 5.4012 3.2466 -0.4 0.6 2.1 -0.018
C 3.0721 5.7870 4.0271 -0.8 -0.8 1.8 -0.489
H 5.2014 5.4518 4.1215 0.3 0.3 0.5 0.382
H 5.2543 4.3431 1.8615 0.4 -0.3 0.5 0.407
H 3.0256 3.6197 0.8554 0.9 0.1 -0.2 0.352
H 0.9279 5.6220 3.7003 0.7 0.1 -0.7 0.380
H 3.0818 6.2062 5.1524 -0.7 -0.6 -3.0 0.220
```
Positions in Å, forces in eV/Å.

Calculated values
Energy above the lowest of the compared OMol25 structures with the same formula, charge and spin in kJ/mol: 225.8
Net charge: 0
LUMO energy in eV: 0.4
Frontier orbital gap in eV: 8.833

Computed, not measured: a molecular structure, C37H37N6O2PtS, with ωB97M-V/def2-TZVPD.

XYZ file:
```
84
Properties=species:S:1:pos:R:3:forces:R:3:mulliken_charge:R:1
Pt -0.0472 0.1738 0.0988 -1.0 0.3 1.6 1.490
C 0.1014 4.1255 1.1619 0.1 -0.1 0.2 -1.235
C -0.4068 3.4170 2.4149 -0.2 -0.1 -0.1 -0.722
C -1.3373 2.2202 2.1152 -0.1 0.2 -0.1 -1.386
N -0.7209 0.9122 1.9428 0.7 -0.1 -0.8 -0.254
C -0.5163 0.0879 2.9653 -0.1 0.1 0.3 0.753
C -0.7255 0.4924 4.3044 0.0 0.1 -0.1 -0.593
C -0.7789 -0.2545 5.4650 0.1 0.0 -0.1 -0.713
C -0.4085 -1.5732 5.7046 0.0 0.0 0.1 -0.602
C 0.1289 -2.4562 4.7910 -0.2 0.1 0.0 -0.591
C 0.2394 -2.3142 3.4131 -0.1 -0.1 0.1 -0.613
C -0.1569 -1.2723 2.5737 -0.1 0.1 0.0 0.947
N -0.2301 -1.4575 1.2529 1.1 -0.2 -0.9 -0.075
C -0.9718 -2.5419 0.6542 -0.2 -0.2 0.3 -0.336
C -2.4426 -2.1392 0.7318 0.0 0.0 -0.1 -1.217
C -2.8434 -1.1039 -0.3079 0.1 -0.1 -0.2 -0.656
N -2.0591 0.1278 -0.3713 1.0 0.0 0.1 -0.083
C -2.4266 1.0738 -1.2543 -0.6 0.1 -0.1 0.675
C -3.5718 0.9175 -2.0411 0.0 -0.1 0.1 -0.302
C -4.2876 1.8065 -2.8352 0.0 0.2 0.1 -0.876
C -4.0910 3.1519 -3.0412 -0.1 0.0 0.0 -0.619
C -3.0167 3.8929 -2.5624 0.0 -0.1 0.0 -0.809
C -1.9027 3.4767 -1.8714 0.0 0.1 0.1 -1.227
C -1.5185 2.2100 -1.3693 0.1 -0.1 -0.3 1.911
N -0.3022 1.9621 -0.9247 0.8 -0.2 0.2 -0.292
C 0.8131 2.9027 -0.9650 0.1 -0.2 0.1 -1.541
C 1.1884 3.3080 0.4509 -0.1 0.3 -0.2 0.927
H 0.4948 5.1063 1.4317 -0.1 0.0 0.0 0.470
H -0.7526 4.2977 0.5023 0.0 0.1 0.0 0.264
H -0.9759 4.1281 3.0179 0.0 0.0 0.1 0.560
H 0.4441 3.0848 3.0183 0.0 0.0 0.1 0.335
H -1.8951 2.4200 1.1995 0.0 0.0 0.0 0.176
H -2.0776 2.1500 2.9157 0.0 -0.1 -0.1 1.062
H -0.9476 1.5430 4.4327 -0.2 0.0 0.0 0.418
H -1.1343 0.2906 6.3324 0.1 0.0 0.0 0.383
H -0.5298 -1.9329 6.7181 0.1 0.0 0.0 0.371
H 0.4651 -3.4037 5.1959 0.0 0.0 -0.1 0.417
H 0.6448 -3.1652 2.8787 -0.1 0.0 0.0 0.496
H -0.8210 -3.4910 1.1732 0.1 0.0 0.0 0.788
H -0.6530 -2.6688 -0.3794 0.1 -0.1 0.0 -0.513
H -2.6511 -1.7675 1.7387 0.0 -0.1 0.0 0.345
H -3.0703 -3.0194 0.5737 -0.1 0.1 -0.1 0.626
H -3.8832 -0.8296 -0.1095 0.0 0.1 -0.1 0.706
H -2.8059 -1.5928 -1.2888 -0.1 0.1 0.0 0.189
H -3.9752 -0.0828 -2.0341 -0.1 0.0 -0.1 0.338
H -5.1549 1.3823 -3.3280 0.0 -0.1 0.0 0.387
H -4.8310 3.6751 -3.6320 0.0 0.0 0.0 0.367
H -3.0368 4.9503 -2.8013 0.1 0.0 0.0 0.385
H -1.1910 4.2670 -1.6842 0.0 0.0 0.0 0.284
H 0.6071 3.7844 -1.5684 0.0 -0.1 -0.1 0.718
H 1.6568 2.3838 -1.4306 0.0 0.0 -0.1 0.297
H 2.1405 3.8423 0.4328 0.0 0.0 0.0 0.816
H 1.3440 2.3924 1.0067 0.2 0.1 0.1 -0.911
O 0.9966 -0.5729 -4.0907 0.1 -0.1 0.0 -0.711
S 0.2611 -1.0287 -2.9490 0.1 -0.1 0.0 0.910
O -1.0998 -0.6036 -2.7997 0.0 -0.1 0.0 -0.481
N 1.0372 -0.6197 -1.5552 -1.3 0.0 0.0 -0.165
C 2.4195 -0.4741 -1.4964 0.1 0.0 -0.2 1.119
C 3.3373 -0.7073 -2.5037 -0.1 0.0 0.0 -1.013
C 4.7061 -0.4408 -2.3202 0.0 0.0 0.1 -1.162
C 5.1928 0.0360 -1.1375 0.1 0.0 0.0 -0.958
C 4.2995 0.2394 -0.0680 -0.1 0.0 0.1 0.871
C 4.7054 0.7121 1.1967 0.0 0.0 0.0 -0.908
C 3.7850 0.8771 2.1937 0.1 -0.1 0.0 -1.146
C 2.4432 0.5834 1.9273 0.0 -0.3 0.2 0.304
N 2.0288 0.1610 0.7511 -0.8 0.7 -0.2 0.096
C 2.9236 -0.0223 -0.2551 0.2 0.0 0.0 -0.162
C 0.2329 -2.8071 -2.9663 -0.1 0.0 -0.1 0.473
C -0.9989 -3.4403 -2.8661 0.0 0.0 -0.1 -0.087
C -1.0625 -4.8260 -2.8872 0.0 0.0 0.0 -0.791
C 0.0992 -5.5680 -3.0423 -0.1 0.0 0.0 -0.573
C 1.3228 -4.9270 -3.1832 0.0 0.0 0.0 -0.731
C 1.3986 -3.5446 -3.1308 0.0 0.0 0.0 -0.392
H 2.9968 -1.0485 -3.4661 0.1 0.1 0.0 0.658
H 5.3817 -0.6125 -3.1475 0.0 0.0 0.0 0.437
H 6.2409 0.2681 -1.0055 0.0 0.0 0.0 0.448
H 5.7523 0.9327 1.3646 0.0 0.0 0.0 0.463
H 4.0713 1.2242 3.1757 0.0 0.0 0.0 0.531
H 1.6977 0.6813 2.7026 0.1 0.2 0.0 0.212
H -1.8929 -2.8367 -2.8040 0.0 0.0 0.0 0.429
H -2.0212 -5.3200 -2.8016 0.0 0.0 0.0 0.450
H 0.0496 -6.6485 -3.0652 0.0 0.0 0.0 0.405
H 2.2216 -5.5052 -3.3506 0.0 0.0 0.1 0.436
H 2.3546 -3.0522 -3.2283 0.0 0.0 -0.1 0.303
```
Positions in Å, forces in eV/Å.

Calculated values
Energy above the lowest of the compared OMol25 structures with the same formula, charge and spin in kJ/mol: 76.9
Net charge: +1
LUMO energy in eV: -3.1
Frontier orbital gap in eV: 6.749

Computed, not measured: a molecular structure, C37H38AsN2O5PSTi, with ωB97M-V/def2-TZVPD.

XYZ file:
```
86
Properties=species:S:1:pos:R:3:forces:R:3:mulliken_charge:R:1
Ti -3.6820 -0.9718 -0.3462 -0.4 1.1 0.3 0.474
C -6.2353 -2.5263 -0.5757 0.7 0.8 0.3 -0.774
C -5.8259 -2.4513 -2.0582 -0.4 1.6 0.0 -0.731
N -4.8154 -1.3537 -2.2339 -0.2 -0.8 0.1 -0.082
C -3.7109 -1.5110 -3.2470 -0.9 0.3 0.3 -0.847
C -2.6440 -2.5582 -2.8574 -0.5 -0.2 -0.1 -0.521
S -2.3036 -2.7365 -1.0711 0.2 -0.8 -0.2 0.294
C -3.2432 -4.2834 -0.5086 -0.4 0.9 -1.2 -0.770
C -4.3560 -3.9426 0.5160 -0.5 0.4 -0.3 -0.735
N -5.0363 -2.5789 0.3393 -0.5 -0.9 0.5 -0.065
H -6.7355 -1.5558 -0.3004 0.3 -1.0 -0.3 0.368
H -6.9173 -3.3597 -0.3809 0.0 0.1 -0.1 0.416
H -5.4285 -3.3504 -2.4667 0.3 -0.9 -0.1 0.350
H -6.7557 -2.1969 -2.6152 0.6 -0.3 0.1 0.359
H -5.3430 -0.4908 -2.3777 0.7 -0.1 -0.2 0.294
H -4.1641 -1.6438 -4.2332 0.3 -0.6 -0.1 0.530
H -3.1998 -0.5440 -3.3138 -0.3 -0.1 0.3 0.268
H -2.7770 -3.5789 -3.2141 -0.2 0.1 -0.3 0.485
H -1.7168 -2.1731 -3.2510 0.4 -0.1 -0.2 0.209
H -3.6017 -4.8450 -1.4227 0.3 0.7 1.1 0.338
H -2.4066 -4.8079 -0.0712 -0.3 -0.6 0.3 0.529
H -5.1067 -4.7514 0.5035 0.1 0.3 0.0 0.290
H -3.9302 -3.9137 1.5189 0.1 0.0 -0.1 0.419
H -5.3980 -2.2673 1.2669 0.6 -0.5 -0.8 0.317
O -5.1517 4.7567 -0.1120 0.7 -1.5 0.7 -0.578
C -4.5261 3.7133 0.0307 -1.0 3.3 -1.2 0.474
C -4.5031 2.7683 1.2141 -0.6 0.3 2.6 0.036
O -4.8782 2.8899 2.3978 0.6 0.3 -2.8 -0.644
C -3.9840 1.6015 0.5887 -0.7 -3.3 1.6 0.972
C -3.5929 1.7537 -0.6941 0.3 -2.1 -2.9 0.498
O -3.3531 0.6862 -1.4666 0.3 1.6 1.1 -0.392
C -3.7104 3.1055 -1.1503 0.8 0.6 1.2 -0.138
O -3.2073 3.6501 -2.0996 -0.6 0.2 -0.1 -0.605
O -4.1090 0.3352 1.0509 0.3 1.6 0.5 -0.957
C 1.9778 1.1714 0.1480 -1.2 1.2 -1.3 -0.808
C 3.4481 1.4009 -0.0987 0.8 -0.6 1.0 -1.037
As 4.5351 2.2571 1.4444 0.3 0.0 -0.7 0.250
C 3.9242 1.4022 3.1002 -1.1 0.8 0.1 -0.046
C 3.6109 0.0422 3.0658 1.9 0.7 -1.6 -0.140
C 3.1741 -0.6163 4.1551 -0.7 -0.2 2.7 -0.307
C 3.0344 0.0543 5.3928 -0.2 0.6 -0.9 -0.668
C 3.3119 1.4350 5.4206 0.0 -0.6 1.3 -0.451
C 3.7267 2.1198 4.3006 0.4 -0.5 -1.2 -0.363
C 3.7430 4.0802 1.5349 0.2 -0.8 0.6 -0.208
C 2.5276 4.4114 2.0908 -1.5 -0.1 0.5 0.293
C 2.1189 5.7486 2.1657 -0.4 -0.1 0.1 -0.659
C 2.9475 6.7908 1.7451 -0.1 0.1 0.4 -0.370
C 4.2173 6.4590 1.2665 -0.9 0.5 0.2 -0.538
C 4.5719 5.1305 1.1876 1.5 -0.2 -0.7 -0.348
P 1.0454 -0.1999 -0.7815 -0.6 0.8 0.6 0.266
C 1.8145 -1.5942 0.0083 1.2 -2.5 0.4 0.466
C 3.1604 -1.9985 -0.2754 -1.6 1.4 0.1 -0.291
C 3.7303 -3.0281 0.3869 0.5 -1.7 1.6 -0.763
C 2.9959 -3.7397 1.3805 0.6 0.0 -0.3 -0.350
C 1.6571 -3.4544 1.6101 1.1 -0.6 0.0 -0.818
C 1.1027 -2.4474 0.8576 -1.7 1.6 0.1 -0.071
C 1.7236 -0.4881 -2.4346 0.0 0.3 -0.5 0.493
C 1.5926 -1.7770 -2.9836 0.0 -0.2 0.6 -0.417
C 1.8993 -1.9900 -4.2977 0.4 -0.1 -1.2 -0.617
C 2.3917 -0.9480 -5.1088 0.4 -1.2 -0.8 -0.443
C 2.5293 0.3221 -4.5822 -0.6 -0.6 -0.2 -0.629
C 2.1479 0.5456 -3.2668 0.2 0.1 0.4 -0.409
H 1.4194 2.1227 -0.0960 0.5 -0.9 0.2 0.537
H 1.7183 0.9818 1.1858 0.1 -0.3 0.2 0.392
H 3.6272 2.1440 -0.8697 0.0 0.0 -0.2 0.503
H 3.9475 0.4462 -0.4091 -0.1 1.0 0.5 0.276
H 3.9924 -0.5317 2.2143 -0.8 0.1 -0.1 0.294
H 2.9680 -1.6665 4.1101 0.0 -0.4 -0.1 0.463
H 2.6815 -0.4728 6.2828 0.2 0.2 -0.3 0.377
H 3.2834 2.0007 6.3668 -0.2 -0.5 -0.4 0.321
H 3.9670 3.1754 4.3754 -0.1 -0.1 -0.1 0.448
H 1.8280 3.6623 2.5293 0.7 0.4 -0.6 0.377
H 1.1144 5.9185 2.5747 0.5 0.2 -0.1 0.347
H 2.6582 7.8489 1.8937 0.1 -0.8 -0.3 0.338
H 4.8889 7.2530 0.9700 0.2 -0.1 0.0 0.390
H 5.5925 4.8933 0.8749 -0.3 0.0 -0.1 0.271
H 3.6963 -1.4352 -1.0105 0.4 0.1 -0.3 0.428
H 4.7858 -3.3097 0.2428 -0.6 0.2 -0.1 0.361
H 3.5169 -4.5245 1.9286 -0.2 0.1 -0.1 0.354
H 1.0434 -3.9760 2.3511 0.4 0.0 -0.3 0.459
H 0.0224 -2.2792 1.0195 0.6 0.3 -0.2 0.171
H 1.3227 -2.6634 -2.3901 -0.1 0.7 0.0 0.379
H 1.7854 -2.9991 -4.7123 0.1 0.4 0.1 0.376
H 2.7492 -1.2198 -6.1409 -0.6 0.6 1.1 0.298
H 2.8317 1.1286 -5.2180 0.3 0.4 -0.1 0.428
H 2.2490 1.5450 -2.8640 -0.1 0.1 0.0 0.316
```
Positions in Å, forces in eV/Å.

Calculated values
Net charge: 0
Multiplicity: 3
LUMO energy (alpha / beta) in eV: -0.2 / -0.3
Frontier orbital gap (alpha / beta) in eV: 6.204 / 7.432

| no. | energy (Eh) |
| --- | --- |
| 1 | -2006.4000 |
| 2 | -2428.4012 |
| 3 | -5743.1345 |